This record from the OMol25 dataset describes a structure of composition C33H87N11O17PZn2 at a distorted geometry. The level of theory is ωB97M-V/def2-TZVPD.

As for the total charge: +2. Its multiplicity is 2. As for the gap between HOMO and LUMO (spin up / spin down): 6.7 / 2.7 eV. The HOMO energy (spin up / spin down) comes out at -11.6722 / -11.6722 eV. Its lowest unoccupied orbital energy (spin up / spin down) is -4.937 / -8.945 eV. The value obtained for the calculated total energy is -7090.32264 Ha.

Atoms and positions in Å:
Zn -26.081 -1.010 23.399
Zn -26.030 2.852 23.022
P -26.461 1.006 21.777
O -26.045 0.932 23.272
O -26.646 -0.512 21.634
O -25.287 1.914 21.417
O -27.527 1.907 22.293
C -23.278 -0.827 22.133
O -24.168 -1.165 22.870
N -23.078 0.382 21.699
N -22.497 -1.655 21.518
H -22.482 0.494 20.891
H -23.943 0.903 21.688
H -22.450 -2.629 21.783
H -21.864 -1.120 20.941
C -28.425 -2.334 19.482
O -29.063 -3.008 18.695
N -27.122 -2.250 19.625
N -28.926 -1.701 20.483
H -26.773 -1.614 20.328
H -26.485 -2.681 18.970
H -29.926 -1.596 20.583
H -28.357 -1.178 21.133
C -30.895 1.890 22.124
O -32.059 1.828 22.053
N -30.162 2.746 21.425
N -30.162 1.217 22.953
H -30.691 3.367 20.830
H -29.164 2.850 21.545
H -29.186 1.311 22.709
H -30.442 0.375 23.435
C -25.942 6.885 25.418
O -25.679 6.024 24.326
C -25.065 6.667 23.242
C -24.869 5.596 22.127
N -25.870 4.556 21.916
C -27.088 5.134 21.368
C -26.928 5.694 19.949
O -26.397 4.780 19.019
C -26.357 5.274 17.691
H -25.054 7.466 25.664
H -26.136 6.383 26.366
H -26.719 7.615 25.190
H -24.067 7.079 23.393
H -25.704 7.465 22.864
H -23.977 5.019 22.372
H -24.659 6.086 21.176
H -25.553 4.067 21.090
H -27.489 5.867 22.068
H -27.656 4.213 21.237
H -26.193 6.497 19.901
H -27.892 6.045 19.580
H -27.310 5.127 17.183
H -25.622 4.713 17.113
H -25.928 6.271 17.589
C -32.188 5.098 14.919
O -31.254 4.274 14.310
C -30.275 4.905 13.550
C -29.136 3.883 13.109
N -28.172 3.318 14.037
C -28.815 2.742 15.232
C -27.763 2.229 16.208
O -28.213 2.187 17.517
C -27.580 1.235 18.361
H -32.932 5.232 14.135
H -31.732 6.023 15.270
H -32.782 4.561 15.659
H -29.755 5.691 14.098
H -30.788 5.431 12.745
H -28.635 4.497 12.361
H -29.563 3.060 12.535
H -27.590 4.038 14.442
H -29.528 2.016 14.842
H -29.415 3.539 15.670
H -26.864 2.845 16.188
H -27.550 1.246 15.789
H -28.134 1.169 19.298
H -26.612 1.692 18.564
H -27.487 0.199 18.036
C -24.355 -0.941 25.995
O -25.571 -0.735 25.379
C -26.734 -0.597 26.215
C -28.010 -0.576 25.377
N -27.901 -1.493 24.221
C -27.972 -2.882 24.551
C -27.464 -3.695 23.377
O -26.209 -3.108 22.907
C -25.446 -3.966 22.112
H -24.151 -0.225 26.791
H -23.512 -0.888 25.306
H -24.362 -1.936 26.439
H -26.729 0.317 26.808
H -26.716 -1.455 26.887
H -28.023 0.462 25.043
H -28.862 -0.712 26.043
H -28.749 -1.230 23.739
H -28.892 -3.263 24.995
H -27.396 -3.006 25.468
H -28.148 -3.968 22.574
H -27.205 -4.674 23.781
H -24.855 -4.621 22.752
H -24.786 -3.393 21.461
H -26.024 -4.634 21.472
C -22.908 3.017 23.473
O -24.227 2.938 23.986
C -24.335 3.238 25.313
C -25.814 3.077 25.799
N -26.759 3.657 24.822
C -28.166 3.397 25.225
C -29.145 4.179 24.302
O -29.152 5.623 24.522
C -29.867 6.318 23.560
H -22.459 3.869 23.984
H -22.892 3.128 22.388
H -22.226 2.223 23.779
H -24.011 4.246 25.576
H -23.648 2.567 25.828
H -25.836 3.556 26.778
H -26.080 2.023 25.872
H -26.697 4.664 24.778
H -28.147 3.786 26.243
H -28.399 2.342 25.370
H -30.082 3.723 24.621
H -28.977 3.978 23.244
H -30.900 6.464 23.876
H -29.896 5.889 22.559
H -29.449 7.310 23.388
C -16.770 1.903 13.455
O -18.076 1.365 13.612
C -18.605 1.505 14.887
C -19.914 0.681 14.857
N -20.946 1.369 15.660
C -22.214 0.696 15.656
C -23.229 1.379 16.529
O -22.845 1.012 17.831
C -23.794 1.393 18.827
H -16.348 1.586 12.502
H -16.169 1.530 14.284
H -16.652 2.979 13.586
H -18.679 2.558 15.157
H -17.961 0.957 15.576
H -19.760 -0.350 15.175
H -20.351 0.653 13.858
H -20.623 1.534 16.602
H -22.135 -0.302 16.087
H -22.614 0.637 14.644
H -24.253 1.139 16.242
H -23.233 2.457 16.367
H -23.183 1.909 19.567
H -24.283 0.500 19.218
H -24.468 2.153 18.431